1.
{"formula": "C39H50F9Ge2N6O4PRbS4", "method": "ωB97M-V/def2-TZVPD", "spin_multiplicity": 2, "homo_lumo_gap_ha": [0.183, 0.173], "total_charge": -2, "e_lumo_ev": [3.4, 3.2], "relative_energy_kj_mol": 0.0, "e_homo_ev": [-1.5627, -1.5495], "symbols": ["Rb", "F", "C", "F", "F", "S", "O", "O", "N", "S", "O", "O", "C", "F", "F", "F", "S", "C", "C", "N", "C", "S", "C", "N", "C", "C", "C", "P", "C", "C", "C", "C", "C", "C", "H", "H", "H", "H", "H", "H", "H", "H", "H", "H", "H", "H", "H", "H", "H", "H", "H", "H", "H", "H", "H", "C", "N", "C", "C", "N", "H", "H", "H", "H", "H", "H", "C", "Ge", "C", "C", "Ge", "C", "C", "C", "C", "C", "C", "C", "C", "C", "C", "C", "C", "H", "H", "H", "H", "H", "H", "H", "H", "H", "H", "H", "H", "H", "H", "H", "H", "H", "H", "H", "F", "C", "F", "F", "C", "C", "C", "N", "C", "C", "H", "H", "H", "H"], "positions_angstrom": [[-0.12, 0.33, 0.57], [-2.37, 4.99, 3.32], [-1.86, 4.16, 2.40], [-0.85, 4.76, 1.81], [-2.81, 3.92, 1.49], [-1.38, 2.55, 3.22], [-1.52, 1.55, 2.18], [-2.25, 2.49, 4.35], [0.12, 2.77, 3.64], [1.22, 2.24, 2.60], [0.96, 2.62, 1.24], [1.60, 0.87, 2.85], [2.68, 3.27, 3.16], [2.50, 3.77, 4.38], [2.85, 4.27, 2.31], [3.76, 2.51, 3.17], [-1.86, -1.41, -3.48], [-0.99, -2.81, -3.71], [-1.40, -3.68, -4.80], [-1.75, -4.36, -5.67], [0.13, -3.21, -2.93], [0.73, -2.36, -1.63], [0.81, -4.44, -3.29], [1.37, -5.42, -3.53], [-3.67, -4.40, 2.55], [-2.33, -3.69, 2.41], [-1.49, -4.37, 1.31], [-2.29, -1.85, 2.12], [-3.78, -1.33, 1.15], [-5.18, -1.39, 1.77], [-3.74, -2.00, -0.23], [-2.57, -1.13, 3.82], [-3.53, -1.85, 4.77], [-1.21, -0.97, 4.50], [-3.50, -5.46, 2.79], [-4.22, -4.38, 1.60], [-4.31, -3.98, 3.32], [-1.78, -3.79, 3.35], [-1.98, -4.29, 0.34], [-1.35, -5.43, 1.54], [-0.51, -3.90, 1.22], [-3.55, -0.27, 0.99], [-5.48, -2.41, 2.02], [-5.91, -1.00, 1.05], [-5.25, -0.78, 2.67], [-4.00, -3.06, -0.17], [-2.76, -1.92, -0.69], [-4.46, -1.52, -0.90], [-2.96, -0.13, 3.62], [-3.13, -2.83, 5.05], [-4.52, -1.99, 4.36], [-3.63, -1.27, 5.70], [-0.78, -1.96, 4.73], [-1.31, -0.42, 5.44], [-0.49, -0.44, 3.87], [-4.20, 1.64, -3.78], [-3.94, 2.22, -2.46], [-4.13, 3.65, -2.30], [-3.08, 1.61, -1.65], [-2.36, 1.07, -0.93], [-3.62, 2.15, -4.55], [-5.27, 1.75, -4.01], [-3.95, 0.58, -3.78], [-3.49, 4.21, -3.00], [-3.87, 3.94, -1.29], [-5.17, 3.91, -2.49], [1.98, 4.92, -3.82], [0.80, 3.56, -3.00], [-0.61, 3.37, -4.39], [-0.11, 4.58, -1.56], [1.44, 1.35, -2.10], [3.13, 1.83, -1.07], [3.82, 3.05, -1.09], [4.99, 3.25, -0.36], [5.52, 2.23, 0.42], [4.85, 1.02, 0.48], [3.67, 0.83, -0.25], [2.45, 0.65, -3.72], [2.27, 1.12, -5.03], [2.92, 0.55, -6.12], [3.78, -0.51, -5.94], [3.98, -1.01, -4.65], [3.32, -0.43, -3.57], [1.34, 5.69, -4.28], [2.62, 4.49, -4.59], [2.61, 5.40, -3.07], [-1.36, 4.17, -4.27], [-1.10, 2.40, -4.31], [-0.18, 3.46, -5.39], [-0.57, 5.50, -1.94], [0.60, 4.84, -0.77], [-0.89, 3.96, -1.09], [3.45, 3.87, -1.70], [5.49, 4.21, -0.41], [6.43, 2.39, 0.99], [5.23, 0.21, 1.10], [3.17, -0.13, -0.17], [1.60, 1.96, -5.21], [2.74, 0.95, -7.12], [4.29, -0.97, -6.78], [4.64, -1.85, -4.49], [3.49, -0.85, -2.58], [4.23, -5.62, 4.81], [4.76, -4.83, 3.86], [5.39, -5.64, 2.99], [5.71, -4.09, 4.46], [3.72, -3.97, 3.20], [3.31, -4.21, 1.91], [2.31, -3.40, 1.38], [1.74, -2.41, 2.06], [2.16, -2.19, 3.31], [3.14, -2.94, 3.93], [3.75, -5.00, 1.31], [1.97, -3.54, 0.36], [1.69, -1.36, 3.83], [3.45, -2.73, 4.94]], "lowdin_spin": [0.0013, 0.0000, 0.0000, 0.0000, 0.0000, 0.0000, 0.0000, 0.0000, 0.0000, 0.0000, 0.0004, 0.0000, 0.0000, 0.0000, 0.0000, 0.0000, 0.3482, 0.1003, 0.0042, 0.0181, 0.0888, 0.3374, 0.0028, 0.0133, 0.0001, 0.0002, 0.0022, 0.0009, 0.0005, 0.0002, 0.0062, 0.0002, 0.0000, 0.0000, 0.0000, 0.0000, 0.0000, 0.0000, 0.0002, 0.0000, 0.0027, 0.0001, 0.0000, 0.0000, 0.0000, 0.0000, 0.0069, 0.0011, 0.0000, 0.0000, 0.0000, 0.0000, 0.0000, 0.0000, 0.0000, 0.0002, 0.0000, 0.0000, 0.0000, 0.0002, 0.0001, 0.0000, 0.0002, 0.0000, 0.0000, 0.0000, 0.0032, 0.0078, 0.0004, 0.0003, 0.0279, 0.0055, 0.0013, 0.0002, 0.0003, -0.0001, 0.0001, 0.0012, -0.0002, 0.0004, -0.0002, 0.0003, 0.0030, 0.0005, 0.0000, 0.0001, 0.0002, 0.0005, 0.0000, 0.0000, 0.0000, 0.0001, 0.0002, 0.0000, 0.0000, 0.0000, -0.0004, 0.0001, 0.0000, 0.0000, 0.0000, 0.0026, 0.0000, 0.0000, 0.0000, 0.0000, 0.0001, 0.0002, 0.0028, 0.0004, 0.0000, 0.0000, 0.0000, 0.0038, 0.0000, 0.0000]}



2.
{"formula": "C39H51BMnN9O6PS", "method": "ωB97M-V/def2-TZVPD", "spin_multiplicity": 6, "homo_lumo_gap_ha": [0.216, 0.226], "total_charge": -2, "e_lumo_ev": [4.0, 4.0], "e_homo_ev": [-1.8970, -2.1523], "symbols": ["Mn", "O", "C", "O", "C", "C", "N", "N", "C", "C", "O", "O", "H", "H", "H", "C", "C", "C", "C", "C", "C", "C", "S", "O", "O", "N", "C", "C", "C", "C", "C", "C", "C", "C", "N", "C", "H", "H", "H", "H", "H", "H", "H", "H", "H", "H", "H", "H", "H", "B", "N", "C", "C", "C", "N", "N", "C", "C", "C", "N", "H", "H", "H", "H", "H", "H", "H", "H", "C", "C", "C", "C", "P", "N", "C", "C", "C", "C", "C", "C", "C", "C", "H", "H", "H", "H", "H", "H", "H", "H", "H", "H", "H", "H", "H", "H", "H", "H", "H", "H", "H", "H", "H", "H", "H", "H", "H", "H", "H"], "positions_angstrom": [[0.03, 0.32, -0.38], [5.78, 2.66, -1.01], [5.90, 1.61, -0.24], [6.97, 1.19, 0.16], [4.64, 0.92, 0.15], [4.58, -0.19, 0.96], [3.29, -0.52, 1.08], [2.48, 0.30, 0.39], [3.28, 1.19, -0.17], [2.62, 2.27, -1.00], [3.40, 3.11, -1.54], [1.39, 2.23, -1.04], [4.77, 2.85, -1.26], [5.37, -0.75, 1.43], [2.87, -1.29, 1.59], [-7.43, 3.77, 1.29], [-5.94, 3.68, 1.05], [-5.42, 2.75, 0.15], [-4.05, 2.68, -0.08], [-3.19, 3.52, 0.60], [-3.70, 4.47, 1.48], [-5.06, 4.54, 1.71], [-1.43, 3.41, 0.26], [-0.85, 4.62, 0.81], [-1.37, 3.21, -1.16], [-0.93, 2.07, 0.97], [-0.72, 2.04, 2.33], [-0.99, 3.06, 3.24], [-0.76, 2.90, 4.62], [-0.28, 1.74, 5.15], [0.01, 0.67, 4.27], [0.48, -0.58, 4.73], [0.69, -1.60, 3.85], [0.46, -1.36, 2.48], [0.07, -0.20, 2.02], [-0.19, 0.81, 2.88], [-7.95, 2.94, 0.83], [-7.83, 4.70, 0.87], [-7.65, 3.77, 2.36], [-6.09, 2.08, -0.37], [-3.66, 1.97, -0.80], [-3.01, 5.14, 1.97], [-5.46, 5.27, 2.40], [-1.33, 4.01, 2.89], [-0.99, 3.73, 5.28], [-0.11, 1.62, 6.21], [0.66, -0.72, 5.79], [1.02, -2.58, 4.18], [0.59, -2.15, 1.75], [-1.21, -3.67, 0.07], [-2.18, -2.47, 0.29], [-3.43, -2.70, 0.74], [-4.01, -1.48, 1.06], [-3.00, -0.55, 0.76], [-1.92, -1.16, 0.29], [0.18, -3.33, -0.57], [0.93, -4.30, -1.10], [2.14, -3.76, -1.49], [2.02, -2.41, -1.14], [0.84, -2.16, -0.58], [-1.01, -4.19, 1.16], [-1.75, -4.47, -0.67], [-3.81, -3.70, 0.81], [-4.99, -1.30, 1.45], [-3.00, 0.51, 0.88], [0.55, -5.30, -1.17], [2.96, -4.25, -1.98], [2.71, -1.61, -1.34], [0.82, -0.38, -6.28], [0.81, -0.50, -4.75], [1.17, -1.95, -4.40], [1.93, 0.37, -4.17], [-0.78, 0.02, -3.77], [-0.47, 0.10, -2.29], [-2.21, -1.27, -4.03], [-2.83, -1.38, -5.42], [-3.31, -0.92, -3.00], [-1.73, -2.66, -3.59], [-1.38, 1.68, -4.53], [-2.76, 1.99, -3.93], [-0.42, 2.76, -4.01], [-1.51, 1.85, -6.05], [1.65, -0.97, -6.67], [0.97, 0.64, -6.61], [-0.10, -0.76, -6.74], [2.24, -2.09, -4.58], [0.64, -2.66, -5.04], [0.97, -2.18, -3.36], [2.90, -0.08, -4.41], [1.83, 0.44, -3.09], [1.93, 1.39, -4.57], [-3.37, -0.48, -5.70], [-3.56, -2.21, -5.42], [-2.09, -1.60, -6.18], [-3.98, -0.13, -3.34], [-2.85, -0.61, -2.06], [-3.92, -1.81, -2.81], [-1.12, -3.15, -4.34], [-2.60, -3.29, -3.41], [-1.17, -2.59, -2.66], [-2.79, 1.76, -2.87], [-3.55, 1.46, -4.46], [-2.95, 3.07, -4.04], [-0.21, 2.64, -2.95], [-0.89, 3.75, -4.15], [0.52, 2.77, -4.56], [-2.04, 1.03, -6.54], [-0.55, 1.97, -6.54], [-2.08, 2.77, -6.24]], "lowdin_spin": [4.6903, 0.0002, 0.0001, 0.0001, 0.0003, 0.0017, 0.0018, 0.0196, 0.0023, 0.0034, 0.0025, 0.0284, 0.0001, 0.0002, 0.0000, 0.0000, 0.0002, 0.0000, 0.0003, 0.0005, 0.0002, 0.0000, 0.0048, 0.0019, 0.0031, 0.0264, 0.0022, 0.0017, 0.0002, 0.0013, 0.0004, 0.0010, 0.0003, 0.0033, 0.0192, 0.0021, 0.0000, 0.0000, 0.0000, 0.0000, 0.0001, 0.0000, 0.0000, 0.0001, 0.0000, 0.0001, 0.0001, 0.0001, 0.0002, 0.0001, 0.0023, 0.0008, 0.0003, 0.0017, 0.0281, 0.0018, 0.0011, 0.0004, 0.0022, 0.0238, 0.0000, 0.0000, 0.0003, 0.0001, 0.0002, 0.0002, 0.0001, 0.0001, 0.0011, 0.0052, 0.0007, 0.0007, 0.0335, 0.0578, 0.0043, 0.0009, 0.0006, 0.0006, 0.0048, 0.0005, 0.0005, 0.0010, 0.0004, 0.0000, 0.0000, 0.0001, 0.0000, 0.0003, 0.0001, 0.0006, 0.0000, 0.0000, 0.0003, 0.0000, 0.0000, 0.0002, 0.0001, 0.0000, 0.0001, 0.0002, 0.0002, 0.0000, 0.0001, 0.0002, 0.0001, 0.0000, 0.0000, 0.0000, 0.0003]}



| no. | maximum force (Eh/bohr) | E (Ha) |
| --- | --- | --- |
| 1 | 0.04810 | -9156.49479 |
| 2 | 0.00408 | -4376.60265 |